--- 1 ---
24
Properties=species:S:1:pos:R:3:mulliken_charge:R:1 method="wB97M-V/def2-TZVPD" homo_ha=-0.313 homo_lumo_gap_ev=9.41
C -1.412 -2.624 -0.700 -1.53
C -0.726 -1.840 0.343 1.07
C -1.516 -0.867 0.996 -0.57
C -0.981 0.058 1.848 -0.57
C 0.347 -0.164 2.241 -0.45
C 1.142 -1.202 1.763 -0.28
C 0.604 -2.152 0.893 -0.63
H -2.132 -1.959 -1.230 0.35
H -1.926 -3.460 -0.116 0.34
H -0.837 -3.228 -1.388 0.36
H -2.495 -0.855 0.608 0.41
H -1.633 0.791 2.382 0.35
H 0.823 0.494 2.893 0.42
H 2.229 -1.208 1.743 0.35
H 1.305 -2.873 0.565 0.36
C 0.294 3.145 -0.946 -0.74
C 1.223 2.397 -1.918 -0.57
S 0.630 0.451 -2.018 -0.20
H 0.747 3.977 -0.380 0.27
H -0.311 2.541 -0.224 0.19
H -0.449 3.422 -1.692 0.29
H 1.260 2.845 -2.917 0.35
H 2.276 2.280 -1.612 0.31
H 1.538 0.031 -1.134 0.10

***

--- 2 ---
24
Properties=species:S:1:pos:R:3:mulliken_charge:R:1 method="wB97M-V/def2-TZVPD" homo_ha=-0.304 homo_lumo_gap_ev=9.05
C 1.188 1.737 -1.512 -1.74
C 1.134 1.286 0.000 0.88
C -0.009 1.646 0.532 -0.22
C -0.242 1.385 1.916 -0.22
C 0.872 0.905 2.664 -0.52
C 2.066 0.588 2.054 -0.45
C 2.260 0.777 0.665 -0.54
H 0.285 1.921 -1.959 0.43
H 1.777 0.936 -2.074 0.37
H 1.990 2.475 -1.520 0.45
H -0.683 2.384 -0.143 0.17
H -1.329 1.319 2.268 0.29
H 0.631 0.750 3.759 0.28
H 2.886 0.160 2.487 0.47
H 3.094 0.283 0.155 0.32
C -2.612 -1.586 -1.992 -0.74
S -1.401 -2.477 -1.108 -0.09
C -0.688 -0.868 -0.530 -1.18
H -3.595 -1.918 -1.543 0.29
H -2.557 -0.582 -1.782 0.25
H -2.521 -1.649 -3.227 0.25
H -0.095 -0.442 -1.318 0.57
H 0.068 -1.113 0.168 0.25
H -1.357 -0.122 -0.333 0.42

***

Quick one: least stable of them? 2

***

--- 1 ---
15
Properties=species:S:1:pos:R:3:mulliken_charge:R:1 method="wB97M-V/def2-TZVPD" homo_ha="0.036 / -0.212" homo_lumo_gap_ev="3.05 / 9.65" spin_multiplicity=2 charge=-1
C -0.103 1.306 0.795 -1.61
N -0.283 0.638 -0.501 -0.45
C -0.841 -0.696 -0.331 -1.01
N -2.262 -0.680 0.034 -0.50
H 0.806 1.903 0.755 0.76
H -0.004 0.602 1.634 0.20
H -0.984 1.913 1.033 0.32
H 0.665 0.480 -0.826 0.44
H -0.797 -1.244 -1.274 0.38
H -0.277 -1.281 0.405 0.45
H -2.820 -0.537 -0.794 0.26
H -2.481 0.112 0.645 0.24
H 3.299 0.201 -0.463 0.48
H 3.380 -1.353 -0.069 0.60
O 2.822 -0.560 -0.086 -1.58

***

--- 2 ---
15
Properties=species:S:1:pos:R:3:mulliken_charge:R:1 method="wB97M-V/def2-TZVPD" homo_ha="0.047 / -0.176" homo_lumo_gap_ev="2.91 / 9.10" spin_multiplicity=2 charge=-1
C -1.324 1.265 -0.422 -2.26
N -0.391 0.815 0.656 0.38
C 0.488 -0.208 0.242 -2.82
N 1.689 0.339 -0.515 -0.56
H -2.161 1.895 0.050 0.69
H -1.031 1.831 -1.312 0.51
H -1.737 0.276 -0.778 0.34
H 0.029 1.673 1.060 0.44
H -0.078 -0.796 -0.535 -0.09
H 0.776 -0.728 1.334 0.33
H 2.245 0.966 -0.277 0.80
H 1.474 0.781 -1.410 0.58
H -0.324 -1.933 0.692 0.70
H 0.637 -3.242 0.732 0.38
O -0.292 -2.934 0.482 -0.43

***

Quick one: least stable of them? 2

***

--- 1 ---
16
Properties=species:S:1:pos:R:3:mulliken_charge:R:1 method="wB97M-V/def2-TZVPD" homo_ha=-0.316 homo_lumo_gap_ev=8.56
C -1.331 1.681 -0.486 -0.77
C -0.573 1.469 0.571 -0.23
C 0.682 0.737 0.621 0.56
C 1.355 0.520 1.755 -0.78
S 1.432 0.256 -0.923 -0.06
C 0.665 -1.225 -1.435 0.35
C -0.357 -1.857 -0.511 -0.99
S 1.032 -1.826 -2.894 -0.25
H -1.066 1.406 -1.523 0.26
H -2.302 2.219 -0.343 0.23
H -0.988 1.708 1.564 0.20
H 1.038 0.934 2.716 0.27
H 2.258 -0.064 1.748 0.31
H -1.325 -1.208 -0.343 0.24
H 0.069 -1.948 0.485 0.32
H -0.590 -2.803 -1.004 0.37

***

--- 2 ---
16
Properties=species:S:1:pos:R:3:mulliken_charge:R:1 method="wB97M-V/def2-TZVPD" homo_ha=-0.315 homo_lumo_gap_ev=9.20
C 0.462 -1.074 0.013 -0.77
C -0.451 -0.466 -1.107 -0.08
C -0.277 1.056 -1.100 -0.81
C -0.385 1.569 0.358 -0.23
C -0.520 0.733 1.431 -0.63
C -0.514 -0.731 1.222 -0.14
H 2.442 -1.609 -0.639 0.14
H 0.469 -2.138 -0.107 0.45
H -0.267 -1.030 -2.008 0.44
H 0.775 1.317 -1.412 0.33
H -0.968 1.599 -1.706 0.46
H -0.362 2.666 0.360 0.36
H -0.345 1.034 2.433 0.35
H -0.344 -1.342 2.092 0.54
S 2.130 -0.512 0.174 -0.18
S -1.846 -1.070 -0.004 -0.23

***

Quick one: least stable of them? 2

***

--- 1 ---
22
Properties=species:S:1:pos:R:3:mulliken_charge:R:1 method="wB97M-V/def2-TZVPD" homo_ha=-0.659 homo_lumo_gap_ev=11.32 charge=+2
N -3.104 -1.823 -0.956 -0.26
C -1.663 -1.676 -0.933 -0.19
C -1.026 -0.533 -0.719 -0.35
C 0.465 -0.318 -0.610 -1.01
C 0.861 0.938 0.144 -0.03
N 2.265 1.453 -0.324 -0.36
C 0.896 0.733 1.713 -0.54
O 2.077 1.320 2.259 -0.54
H -3.615 -0.950 -0.768 0.36
H -3.409 -2.354 -0.123 0.40
H -3.405 -2.359 -1.772 0.38
H -1.171 -2.646 -0.970 0.40
H -1.620 0.377 -0.793 0.28
H 0.941 -1.186 -0.139 0.44
H 0.685 -0.442 -1.678 0.39
H 0.342 1.866 -0.093 0.57
H 2.236 2.471 -0.351 0.37
H 2.425 1.284 -1.321 0.35
H 2.998 1.083 0.283 0.33
H 0.892 -0.335 1.940 0.30
H 0.066 1.280 2.164 0.39
H 1.864 1.818 3.047 0.35

***

--- 2 ---
22
Properties=species:S:1:pos:R:3:mulliken_charge:R:1 method="wB97M-V/def2-TZVPD" homo_ha=-0.649 homo_lumo_gap_ev=9.47 charge=+2
C 1.275 -1.338 -0.481 -0.67
C 0.122 -0.504 -0.945 -0.36
C -1.084 -0.526 -0.129 -0.29
C -1.985 0.456 -0.058 -0.52
N -3.187 0.433 0.817 0.02
C -4.344 0.798 0.360 -0.08
N 2.608 -0.621 -0.569 -0.34
H 1.126 -1.954 0.466 0.46
H 1.452 -2.148 -1.218 0.32
H 0.425 0.668 -1.125 0.36
H -0.081 -0.615 -2.150 0.37
H -1.123 -1.462 0.430 0.35
H -1.904 1.430 -0.594 0.38
H -2.983 0.063 1.716 0.30
H -5.227 0.817 0.933 0.31
H -4.498 0.944 -0.740 0.30
H 2.615 0.237 -0.040 0.31
H 3.495 -1.146 -0.379 0.38
H 2.719 -0.270 -1.632 0.45
H 4.270 1.418 1.588 0.33
H 2.987 1.881 2.297 0.33
O 3.323 1.441 1.453 -0.68

***

--- 3 ---
22
Properties=species:S:1:pos:R:3:mulliken_charge:R:1 method="wB97M-V/def2-TZVPD" homo_ha=-0.681 homo_lumo_gap_ev=11.62 charge=+2
C 1.112 0.087 2.390 -0.98
C 1.073 0.422 1.108 0.37
N 1.142 1.938 0.729 -0.18
C 1.058 -0.444 -0.127 -0.97
C -0.172 -0.351 -1.022 0.05
N -0.561 -1.677 -1.674 -0.33
C -1.492 -0.017 -0.129 -0.67
O -2.562 -0.151 -1.008 -0.51
H 0.868 -0.951 2.660 0.28
H 1.094 0.694 3.282 0.32
H 1.243 2.384 1.650 0.36
H 0.324 2.206 0.189 0.34
H 1.983 2.012 0.152 0.39
H 1.996 -0.341 -0.709 0.46
H 1.169 -1.440 0.328 0.45
H -0.227 0.309 -1.924 0.28
H -1.070 -2.374 -1.078 0.37
H -1.267 -1.436 -2.410 0.41
H 0.230 -2.001 -2.264 0.38
H -1.600 -0.610 0.758 0.41
H -1.344 1.014 0.230 0.41
H -2.998 0.728 -1.131 0.36

***

Quick one: least stable of them? 2

***

--- 1 ---
12
Properties=species:S:1:pos:R:3:mulliken_charge:R:1 method="wB97M-V/def2-TZVPD" homo_ha=-0.509 homo_lumo_gap_ev=9.98 charge=+1
N 0.104 1.742 -0.240 -0.53
C 0.624 0.675 0.431 -0.29
I 2.705 0.049 0.156 0.18
C -0.301 -0.704 -0.088 0.41
N -0.142 -1.961 0.065 -0.28
O -1.465 -0.369 -0.496 -0.44
H 0.287 1.736 -1.183 0.25
H -0.396 2.474 0.174 0.23
H 0.361 0.668 1.489 0.49
H 0.741 -2.472 0.307 0.25
H -0.984 -2.459 -0.136 0.29
H -1.535 0.620 -0.478 0.43

***

--- 2 ---
12
Properties=species:S:1:pos:R:3:mulliken_charge:R:1 method="wB97M-V/def2-TZVPD" homo_ha="-0.477 / -0.479" homo_lumo_gap_ev="8.28 / 8.07" charge=+1
C -0.541 0.643 0.446 -0.78
C 1.460 -0.558 -0.438 -1.03
N 2.545 -2.498 0.242 0.29
N 0.479 -0.441 0.632 -0.15
O 3.652 -2.296 0.330 -0.09
I 3.171 0.633 -0.124 0.30
H -1.534 0.346 -0.014 0.30
H -0.646 1.195 1.282 0.39
H -0.064 1.312 -0.293 0.32
H 1.242 -0.722 -1.414 0.62
H 0.014 -1.355 0.833 0.37
H 1.204 -0.342 1.385 0.45

***

Quick one: least stable of them? 2

***

--- 1 ---
12
Properties=species:S:1:pos:R:3:mulliken_charge:R:1 method="wB97M-V/def2-TZVPD" homo_ha=-0.395 homo_lumo_gap_ev=11.27
N -1.374 0.108 1.169 -0.13
N -1.467 1.043 0.217 -0.10
N -1.651 0.489 -0.911 -0.20
N -1.735 -0.838 -0.653 0.23
N -1.514 -1.016 0.650 -0.12
H -1.538 -1.546 -1.339 0.30
O 0.895 -1.532 -0.165 -0.44
C 1.460 -0.549 0.048 0.75
C 1.465 0.876 0.306 -0.40
O 2.631 0.053 -0.054 -0.39
H 1.253 1.593 -0.519 0.22
H 1.575 1.318 1.251 0.26

***

--- 2 ---
12
Properties=species:S:1:pos:R:3:mulliken_charge:R:1 method="wB97M-V/def2-TZVPD" homo_ha=-0.381 homo_lumo_gap_ev=9.15
H -3.342 1.148 0.219 0.29
N -2.813 0.123 0.207 -0.52
C -1.506 -0.014 0.047 0.35
N -1.160 -1.407 -0.405 -0.11
N 0.129 -1.671 -0.499 -0.05
N 0.976 -0.733 0.425 0.05
O 2.403 -0.952 0.075 -0.43
C 0.691 0.635 0.041 0.44
O 1.794 1.530 -0.299 -0.44
N -0.488 1.042 -0.155 -0.47
H 2.318 -1.873 0.771 0.43
H 0.998 2.172 -0.428 0.44

***

Quick one: least stable of them? 2